Entry 1:
The following is a quantum chemistry calculation of C18H25IrNOS as an isolated structure, from the Open Molecules 2025 dataset.

XYZ file:
```
47
Properties=species:S:1:pos:R:3:lowdin_spin:R:1
Ir 0.3767 -0.3158 -0.2014 0.621
C 0.5620 -1.3784 2.5868 0.000
N 1.4182 -0.7457 1.5513 -0.002
C 2.5640 -1.6654 1.2832 0.001
C 1.9613 0.5495 2.0726 0.008
C 2.4432 1.3205 0.8863 0.073
C 3.4612 2.2476 0.9155 -0.007
C 3.7710 2.9618 -0.2399 0.114
C 3.0561 2.7615 -1.4175 0.000
C 2.0397 1.8275 -1.4661 0.073
C 1.7332 1.0700 -0.3213 0.022
H 1.1562 -1.5474 3.4860 0.000
H 0.1922 -2.3328 2.2169 0.000
H -0.2722 -0.7230 2.8220 0.000
H 3.0997 -1.8364 2.2181 0.000
H 3.2331 -1.2176 0.5533 0.000
H 2.1891 -2.6165 0.9138 0.000
H 2.7233 0.3625 2.8303 0.001
H 1.1296 1.0724 2.5515 0.003
H 4.0110 2.4311 1.8299 -0.002
H 4.5755 3.6846 -0.2195 0.005
H 3.3039 3.3332 -2.3014 -0.002
H 1.5016 1.6892 -2.3909 0.003
C 1.0316 -1.6639 -1.6128 0.019
C -0.3393 -1.4484 -2.0767 0.001
C -1.3762 -2.3702 -1.8103 -0.001
C -2.6779 -2.0313 -2.0875 0.001
C -2.9895 -0.7571 -2.5819 -0.003
C -1.9966 0.1682 -2.8262 0.002
C -0.6598 -0.1725 -2.5915 -0.004
H 1.8183 -1.1915 -2.1964 0.010
H 1.2910 -2.6465 -1.2333 0.000
H -1.1295 -3.3476 -1.4151 0.000
H -3.4676 -2.7551 -1.9350 0.000
H -4.0187 -0.5133 -2.8137 0.000
H -2.2373 1.1306 -3.2576 0.000
H 0.1302 0.4734 -2.9436 0.000
C -3.8950 -0.4216 1.8409 0.007
S -2.4602 0.5871 1.5490 0.009
C -3.1801 1.8495 0.5215 -0.001
O -1.6226 -0.2818 0.5876 0.048
H -4.5940 0.1592 2.4430 0.001
H -3.5752 -1.2985 2.3996 0.000
H -4.3364 -0.7035 0.8864 0.000
H -3.9167 2.3901 1.1163 0.000
H -3.6418 1.3802 -0.3460 0.000
H -2.3862 2.5320 0.2237 0.000
```

<S²>: 0.776
Lowest unoccupied orbital energy (alpha / beta) (eV): -7.149 / -8.538
2S+1: 2
Total charge: +2
Energy relative to the best compared isomer or geometry (same formula, charge and spin) (kcal/mol): 0.0

=====

Entry 2:
The following is a quantum chemistry calculation of C18H25N2O2PSeY as an isolated structure at a distorted geometry, from the Open Molecules 2025 dataset.

XYZ file:
```
50
Properties=species:S:1:pos:R:3:lowdin_spin:R:1
C -1.9136 -2.7367 1.0277 0.000
C -0.7766 -3.0703 0.0986 0.000
N 0.1015 -2.1109 -0.1637 0.002
C 1.3327 -2.4346 -0.6619 0.000
C 1.5740 -3.6756 -1.2844 0.001
C 0.5649 -4.6137 -1.1899 0.000
C -0.5660 -4.3600 -0.4249 0.001
C 2.3909 -1.5591 -0.0808 0.002
P 2.4305 0.3486 -0.0601 0.039
H -1.3424 -5.0869 -0.3016 0.000
H 2.5096 -3.7539 -1.8327 0.000
H 0.7484 -5.5601 -1.7277 0.000
C -3.0989 -1.0264 -0.2252 0.005
C -2.9718 -0.8975 2.2145 0.000
H 3.4214 -1.8891 -0.2253 0.001
H -1.5967 -2.9999 2.0393 0.000
H -2.8296 -3.3245 0.9054 0.000
C 3.0028 1.0157 -1.6316 0.006
C 3.8893 0.5691 0.9997 0.010
H 3.0426 2.1087 -1.4997 0.000
H 3.9963 0.6393 -1.9033 0.000
H 2.2658 0.7916 -2.4091 0.004
H 3.7551 1.4513 1.6316 0.000
H 4.0672 -0.2848 1.6641 0.000
H 4.7836 0.7196 0.3836 0.002
H -3.9706 -1.3846 2.2612 0.000
H -2.3789 -1.1754 3.1118 0.000
H -3.1200 0.2018 2.2202 0.000
H -4.0419 -1.6119 -0.1461 0.000
H -3.3128 0.0607 -0.2238 0.001
H -2.5167 -1.2983 -1.1244 0.005
C 0.8352 2.2398 1.6578 0.002
O 1.1794 3.2537 2.1146 0.001
Y -0.1744 -0.0171 0.8701 0.034
O 1.3303 -1.1457 2.1882 0.006
H 2.2282 -1.6882 1.0199 0.000
H 1.4898 -1.7939 2.8832 0.000
N -2.2716 -1.3086 0.9759 0.000
Se -0.6094 0.8641 -1.8719 0.600
C -0.9701 2.6768 -1.4831 0.080
C -0.0081 3.6725 -1.7491 0.059
C -0.2144 4.9866 -1.3403 -0.004
C -1.3896 5.3515 -0.6649 0.082
C -2.3817 4.3818 -0.4511 0.000
C -2.1790 3.0624 -0.8586 0.054
H 0.8854 3.3452 -2.2819 0.002
H 0.5764 5.7187 -1.5266 -0.001
H -1.5187 6.3841 -0.3181 0.004
H -3.2997 4.6557 0.0828 -0.001
H -2.9481 2.3081 -0.6885 0.002
```

<S²>: 0.764
Lowest unoccupied orbital energy (alpha / beta) (eV): -6.875 / -9.263
2S+1: 2
Total charge: +2

=====

Entry 3:
The following is a quantum chemistry calculation of C18H25N2O2S10Ti as an isolated structure, from the Open Molecules 2025 dataset.

XYZ file:
```
58
Properties=species:S:1:pos:R:3:lowdin_spin:R:1
Ti -0.4347 1.3068 0.3469 0.960
C -1.6590 -1.9528 -1.2887 0.001
C -1.2738 -3.0159 -0.2706 0.000
S -0.0479 -2.4159 0.9217 0.003
C -0.3234 -3.6398 2.2258 0.001
C 0.5069 -3.2880 3.4541 0.000
S 0.3300 -1.5821 4.0358 0.000
C -1.4214 -1.5810 4.5022 0.000
C -2.0830 -0.2366 4.2437 0.000
S -2.3557 0.2704 2.5239 -0.001
C -3.2334 -1.1613 1.8627 0.000
C -3.6615 -0.8394 0.4362 0.000
S -2.3171 -0.3744 -0.6856 0.000
H -2.3991 -2.3680 -1.9749 0.000
H -0.7857 -1.6518 -1.8626 0.000
H -0.8828 -3.8766 -0.8184 0.000
H -2.1531 -3.3557 0.2816 0.000
H -0.0332 -4.6315 1.8713 0.000
H -1.3877 -3.6872 2.4712 0.000
H 1.5694 -3.3825 3.2246 0.000
H 0.2830 -3.9859 4.2626 0.000
H -1.5115 -1.8107 5.5657 0.000
H -1.9347 -2.3723 3.9589 0.000
H -1.4882 0.5760 4.6616 0.000
H -3.0559 -0.2121 4.7396 0.000
H -4.1220 -1.3488 2.4705 0.000
H -2.5901 -2.0378 1.8894 0.000
H -4.3229 0.0274 0.4334 0.000
H -4.1972 -1.6759 -0.0156 0.000
S -2.4211 2.7216 0.2461 0.012
S -2.1175 3.9950 1.8630 0.013
S -0.9594 2.9644 3.2155 0.010
S 0.7209 2.3022 2.1921 -0.010
O 1.6095 -2.2786 -1.5826 0.000
C 2.2625 -1.6470 -2.5961 0.000
C 3.0363 -2.3812 -3.4925 0.000
C 3.7000 -1.7538 -4.5279 0.000
C 3.5892 -0.3783 -4.6836 0.000
C 2.8212 0.3458 -3.7939 0.000
C 2.1451 -0.2618 -2.7300 0.000
C 1.3719 0.6117 -1.8018 0.004
O 0.5086 0.1318 -0.9446 0.007
N 1.5874 1.8779 -1.9002 0.000
N 0.7864 2.5863 -1.0038 0.001
C 1.0087 3.8548 -1.1122 0.001
S 0.2408 5.0453 -0.1247 0.000
C 0.7168 6.4310 -1.1939 0.000
C 2.1136 6.1613 -1.7052 0.000
S 2.1745 4.4460 -2.2894 0.000
H 1.9734 -3.1618 -1.4657 0.000
H 3.1057 -3.4561 -3.3643 0.000
H 4.2983 -2.3392 -5.2139 0.000
H 4.0982 0.1251 -5.4940 0.000
H 2.7292 1.4171 -3.8983 0.000
H 0.6645 7.3354 -0.5888 0.000
H 0.0027 6.5054 -2.0140 0.000
H 2.8528 6.2961 -0.9160 0.000
H 2.3653 6.8070 -2.5462 0.000
```

<S²>: 0.757
Lowest unoccupied orbital energy (alpha / beta) (eV): 0.048 / 0.187
2S+1: 2
Total charge: 0
Energy relative to the best compared isomer or geometry (same formula, charge and spin) (kcal/mol): 1.2

=====

Entry 4:
The following is a quantum chemistry calculation of a 7-piece molecular cluster, C18H25N3O12 overall at a distorted geometry, from the Open Molecules 2025 dataset.

XYZ file:
```
58
Properties=species:S:1:pos:R:3:mulliken_charge:R:1
O 0.7346 2.6471 -2.4862 -0.543
C 0.6122 3.1185 -1.3961 0.571
O -0.1480 4.1962 -1.0872 -0.391
C 0.2283 4.6487 0.2274 -0.374
C 0.9317 3.4380 0.8496 -0.002
O 1.1356 2.5975 -0.2780 -0.193
H 0.8008 5.5685 0.0960 0.304
H -0.6747 4.9163 0.7774 0.207
H 0.2537 2.9497 1.5462 0.097
H 1.8698 3.7555 1.3002 0.259
O -1.8019 2.3556 3.8190 -0.558
C -2.2710 2.2011 2.7469 0.660
O -2.9920 1.1113 2.3883 -0.207
C -3.4744 1.2629 1.0701 -0.421
C -2.8804 2.6132 0.5905 -0.094
O -2.1674 3.0596 1.7288 -0.384
H -3.0918 0.4525 0.4511 0.163
H -4.5623 1.3026 1.0500 0.417
H -3.7298 3.2547 0.3674 0.318
H -2.2457 2.4592 -0.2774 0.088
O 5.4147 -0.7234 -1.2600 -0.485
C 5.0171 -1.5879 -1.9744 0.652
O 5.5518 -1.9340 -3.1497 -0.374
C 4.7918 -2.9525 -3.7877 -0.306
C 3.7631 -3.3327 -2.7056 -0.290
O 3.9120 -2.3258 -1.7245 -0.277
H 4.2856 -2.5736 -4.6742 0.248
H 5.4185 -3.7934 -4.0709 0.290
H 3.8905 -4.3567 -2.3546 0.277
H 2.7412 -3.2482 -3.0788 0.250
O -5.4289 -4.0513 3.0180 -0.548
C -4.4268 -3.4086 3.0821 0.647
O -3.3506 -3.5944 2.3001 -0.387
C -2.4866 -2.4315 2.4169 0.136
C -2.8838 -1.9391 3.8186 -0.133
O -4.2100 -2.4107 3.9424 -0.353
H -1.4646 -2.7940 2.4182 0.285
H -2.6802 -1.7013 1.6375 -0.057
H -2.8969 -0.8550 3.8945 0.128
H -2.2331 -2.3906 4.5701 0.269
C -3.6606 -1.0601 -3.6386 -0.830
C -2.2738 -0.6656 -3.4356 0.354
N -1.1748 -0.3723 -3.2939 -0.347
H -3.7735 -2.0564 -3.2039 0.263
H -3.9334 -1.0456 -4.6897 0.311
H -4.3865 -0.4625 -3.0875 0.259
C 4.0588 1.1532 1.2245 -0.311
C 3.8227 -0.2320 1.6876 0.347
N 3.6726 -1.3226 2.0166 -0.504
H 3.7591 1.8055 2.0401 0.348
H 3.3976 1.3001 0.3708 -0.126
H 5.0919 1.2050 0.8964 0.352
C 1.4035 -0.7580 -0.7326 -0.704
C 0.2622 -0.4730 0.1367 0.292
N -0.6163 -0.1995 0.8248 -0.322
H 1.8234 0.1974 -1.0559 0.125
H 1.0496 -1.2572 -1.6314 0.296
H 2.2250 -1.2606 -0.2305 0.308
```

SMILES: O=C1OCCO1.O=C1OCCO1.O=C1OCCO1.O=C1OCCO1.CC#N.CC#N.CC#N
Lowest unoccupied orbital energy (eV): 0.230
Total charge: 0
Energy relative to the best compared isomer or geometry (same formula, charge and spin) (kcal/mol): 0.0